Entry 1:
DFT (ωB97M-V with the def2-TZVPD basis set) results for a structure of composition C29H37AsF6MnN4O4PS2Sb.

Last column: Löwdin charge in e.
Atoms and positions in Å:
Mn1 0.714 0.984 1.095  0.48
F1 3.847 -2.664 0.937  0.20
C1 3.690 -2.158 -0.264  -0.69
F2 3.167 -3.036 -1.085  0.20
F3 4.799 -1.658 -0.730  0.23
S1 2.440 -0.773 -0.079  0.67
O1 1.120 -1.312 0.229  -0.32
O2 2.859 0.166 0.971  -0.34
N1 2.482 -0.099 -1.519  -0.25
S2 1.455 1.029 -1.735  0.71
O3 0.049 0.504 -1.919  -0.45
O4 1.410 2.054 -0.685  -0.33
C2 1.916 1.810 -3.375  -0.69
F4 1.818 0.855 -4.278  0.18
F5 1.032 2.752 -3.587  0.21
F6 3.124 2.275 -3.297  0.25
C3 1.343 1.456 6.527  -0.08
N2 2.595 1.300 5.639  -0.05
C4 3.086 -0.160 5.761  -0.07
N3 2.040 -1.059 5.419  -0.13
C5 0.877 -0.862 6.285  -0.12
N4 0.359 0.501 6.158  -0.14
C6 -0.278 0.758 4.877  -0.27
P1 0.971 0.571 3.512  1.02
C7 2.303 1.661 4.215  -0.21
C8 1.703 -1.066 4.004  -0.26
H1 0.988 2.480 6.410  0.15
H2 1.675 1.297 7.553  0.16
H3 3.328 1.923 5.990  0.20
H4 3.389 -0.292 6.799  0.16
H5 3.951 -0.265 5.108  0.16
H6 1.170 -1.036 7.321  0.16
H7 0.099 -1.578 6.026  0.15
H8 -0.706 1.763 4.861  0.09
H9 -1.091 0.046 4.723  0.11
H10 1.996 2.708 4.178  0.11
H11 3.216 1.546 3.628  0.11
H12 2.591 -1.252 3.398  0.10
H13 0.984 -1.862 3.799  0.12
C9 -4.818 -1.461 -0.324  -0.02
C10 -4.937 -0.885 -1.579  -0.02
C11 -3.811 -0.710 -2.375  -0.09
C12 -2.572 -1.117 -1.875  -0.35
C13 -2.437 -1.697 -0.609  -0.13
C14 -3.577 -1.863 0.163  -0.06
Sb1 -0.954 -0.991 -3.145  1.90
C15 0.287 -2.630 -3.251  -0.35
C16 -0.149 -3.789 -2.597  -0.10
C17 0.579 -4.955 -2.786  -0.03
C18 1.701 -4.950 -3.604  -0.01
C19 2.119 -3.791 -4.247  -0.03
C20 1.411 -2.610 -4.085  -0.11
C21 -1.249 0.118 -4.848  -0.37
C22 -0.886 -0.469 -6.064  -0.09
C23 -1.144 0.238 -7.232  -0.02
C24 -1.738 1.490 -7.167  0.00
C25 -2.092 2.058 -5.948  -0.03
C26 -1.857 1.375 -4.766  -0.12
H14 -5.704 -1.618 0.276  0.13
H15 -5.909 -0.591 -1.953  0.13
H16 -3.913 -0.288 -3.368  0.11
H17 -1.475 -2.040 -0.244  0.09
H18 -3.507 -2.341 1.131  0.12
H19 -1.039 -3.799 -1.980  0.10
H20 0.258 -5.870 -2.307  0.13
H21 2.254 -5.869 -3.754  0.14
H22 2.988 -3.811 -4.891  0.13
H23 1.727 -1.715 -4.606  0.10
H24 -0.430 -1.450 -6.115  0.11
H25 -0.884 -0.193 -8.189  0.13
H26 -1.937 2.033 -8.082  0.14
H27 -2.562 3.032 -5.922  0.13
H28 -2.142 1.815 -3.818  0.10
C27 -2.837 1.797 2.053  -0.24
As1 -1.225 2.544 1.293  1.06
C28 -0.843 4.116 2.350  -0.24
C29 -1.781 3.238 -0.421  -0.25
H29 -3.644 2.520 1.930  0.06
H30 -2.698 1.598 3.114  0.03
H31 -3.093 0.872 1.539  0.02
H32 -1.712 4.773 2.332  0.06
H33 0.013 4.640 1.929  0.05
H34 -0.632 3.836 3.381  0.02
H35 -2.567 3.977 -0.265  0.06
H36 -2.162 2.418 -1.028  0.02
H37 -0.933 3.706 -0.918  0.04

Atomic forces in eV per Å
0.43 0.42 0.60
-0.01 -0.03 0.15
0.00 0.06 -0.01
-0.05 -0.07 -0.09
0.06 0.05 -0.01
-0.03 0.21 0.34
-0.02 0.09 0.01
-0.24 -0.22 -0.20
0.07 -0.02 -0.17
-0.49 -0.01 0.03
0.36 0.16 -0.19
-0.36 -0.57 -0.09
0.14 0.07 0.09
0.00 -0.11 -0.08
-0.09 0.08 0.00
0.12 0.04 0.04
-0.05 0.03 0.03
0.04 0.03 0.01
0.04 -0.06 0.00
0.02 -0.01 0.04
-0.01 -0.03 0.02
0.00 -0.02 0.07
0.02 0.04 -0.17
0.08 -0.09 -0.12
-0.05 0.01 -0.12
-0.05 0.08 -0.07
0.01 -0.01 0.01
0.01 0.00 -0.01
0.00 -0.01 0.01
-0.01 0.01 0.00
-0.01 0.01 0.00
0.00 0.01 -0.01
0.00 0.00 0.00
0.00 -0.01 0.02
-0.01 0.01 0.01
0.03 0.00 0.02
0.01 0.01 0.02
0.00 -0.02 0.01
0.01 -0.01 0.00
-0.05 -0.01 0.06
0.02 0.04 -0.13
-0.03 -0.04 0.11
0.09 0.00 -0.03
-0.14 0.01 0.00
0.13 -0.03 0.01
-0.12 -0.03 -0.13
-0.12 0.18 0.04
0.23 -0.05 -0.12
-0.17 0.05 0.12
0.06 -0.10 -0.02
0.02 0.19 -0.07
-0.01 -0.22 0.08
0.09 -0.14 0.14
-0.09 0.21 -0.07
0.07 -0.16 0.06
-0.03 0.06 -0.09
-0.03 0.04 0.19
0.01 -0.02 -0.25
0.00 0.00 0.01
0.00 0.00 0.00
0.01 0.00 0.01
0.01 0.02 -0.01
-0.01 0.00 0.00
0.00 0.00 -0.01
0.01 -0.01 -0.01
0.00 0.00 0.00
0.00 0.00 0.00
-0.02 0.02 0.01
0.00 -0.01 0.00
0.00 0.00 0.00
0.00 -0.01 0.00
0.00 0.00 -0.01
0.01 -0.02 0.02
0.02 0.01 0.01
0.09 -0.15 -0.10
0.03 -0.01 -0.02
0.01 -0.02 0.00
0.00 -0.01 0.02
-0.01 0.00 0.00
-0.02 0.01 -0.01
0.00 -0.01 0.01
-0.01 0.02 0.01
-0.01 0.02 0.01
0.00 -0.01 -0.01
-0.01 0.01 0.01
-0.01 0.01 0.00

LUMO (spin up / spin down) (Eh): -0.423 / -0.404
Spin multiplicity: 4
Frontier orbital gap (spin up / spin down) (eV): 7.4 / 7.9
Relative energy (zero: lowest compared OMol25 entry of this formula, charge and spin) (eV): 0.912
Charge: +4
Strongest force on any atom (eV/Å): 0.85
E (Ha): -7009.679583



Entry 2:
DFT (ωB97M-V with the def2-TZVPD basis set) results for a cluster of 2 separate species, C29H37BBrF2N3O11P2S2 in total at a distorted geometry.

Last column: Löwdin charge in e.
Atoms and positions in Å:
C1 6.207 -1.588 1.357  -0.07
C2 6.625 -0.164 0.904  -0.28
O1 6.039 0.227 -0.352  -0.21
P1 4.435 0.544 -0.289  0.55
O2 3.729 -0.624 -0.829  -0.26
C3 4.150 2.056 -1.314  -0.18
C4 3.069 1.835 -2.409  -0.14
C5 1.686 2.431 -2.109  -0.06
C6 0.610 1.533 -2.109  -0.15
F1 0.798 0.229 -2.331  0.12
C7 -0.697 1.952 -1.891  0.02
C8 -0.921 3.311 -1.669  0.01
C9 0.123 4.218 -1.628  -0.19
F2 -0.180 5.503 -1.408  0.11
C10 1.427 3.785 -1.845  -0.11
C11 2.526 4.851 -1.826  -0.08
C12 2.467 5.739 -0.550  -0.75
O3 2.681 6.903 -0.608  0.05
Br1 1.996 5.000 1.206  0.78
C13 -2.375 3.751 -1.478  -0.26
O4 -2.742 4.779 -1.988  0.10
C14 -3.243 2.793 -0.686  -0.08
C15 -4.228 3.263 0.188  -0.27
P2 -4.501 5.060 0.447  0.43
S1 -3.224 5.648 1.817  0.10
C16 -4.981 2.284 0.884  -0.13
C17 -6.086 2.711 1.850  -0.22
N1 -5.990 2.053 3.180  0.02
C18 -4.715 0.922 0.694  -0.14
N2 -5.429 -0.114 1.414  0.19
C19 -6.624 -0.161 1.098  -0.25
O5 -7.787 0.022 1.068  0.19
C20 -3.713 0.459 -0.176  0.04
B1 -3.450 -1.110 -0.323  -0.56
O6 -4.028 -1.742 -1.436  0.12
N3 -2.648 -1.899 0.556  -0.04
C21 -2.540 -1.321 1.921  -0.09
C22 -3.169 -3.288 0.708  -0.05
C23 -2.995 1.425 -0.879  -0.02
C24 -1.914 1.025 -1.876  -0.21
O7 -1.998 0.086 -2.626  0.16
O8 3.923 0.718 1.250  -0.21
C25 4.213 2.028 1.803  -0.30
C26 4.621 1.940 3.303  -0.05
H1 5.169 -1.529 1.719  0.07
H2 6.288 -2.230 0.464  0.09
H3 6.887 -1.996 2.120  0.08
H4 7.716 -0.211 0.727  0.12
H5 6.490 0.591 1.695  0.09
H6 4.002 2.965 -0.712  0.06
H7 5.111 2.228 -1.840  0.11
H8 3.401 2.299 -3.358  0.13
H9 2.946 0.766 -2.632  0.10
H10 2.300 5.555 -2.647  0.14
H11 3.534 4.467 -2.022  0.12
H12 -4.264 5.826 -0.708  -0.01
H13 -5.837 5.337 0.838  -0.01
H14 -7.046 2.432 1.369  0.12
H15 -6.138 3.797 2.013  0.06
H16 -4.997 1.962 3.387  0.08
H17 -6.366 2.734 3.836  0.07
H18 -3.532 -1.514 -2.235  0.09
H19 -1.818 -1.941 2.483  0.09
H20 -3.490 -1.348 2.478  0.08
H21 -2.109 -0.310 1.852  0.09
H22 -2.580 -4.027 0.146  0.07
H23 -3.088 -3.585 1.769  0.09
H24 -4.246 -3.349 0.473  0.09
H25 3.389 2.727 1.622  0.03
H26 5.110 2.412 1.271  0.10
H27 4.938 0.902 3.501  0.08
H28 3.783 2.243 3.944  0.08
H29 5.506 2.576 3.463  0.08
C27 2.736 -7.314 -1.279  -0.08
C28 1.569 -6.736 -2.056  -0.25
O9 0.327 -7.394 -1.746  -0.26
S2 -0.360 -7.083 -0.339  0.57
C29 -1.907 -7.861 -0.666  -0.12
O10 -0.556 -5.671 -0.224  -0.28
O11 0.312 -7.825 0.683  -0.27
H30 2.631 -7.126 -0.211  0.07
H31 3.674 -6.866 -1.607  0.08
H32 2.789 -8.395 -1.413  0.08
H33 1.476 -5.660 -1.889  0.12
H34 1.736 -6.883 -3.122  0.12
H35 -2.412 -7.325 -1.466  0.08
H36 -2.494 -7.814 0.249  0.08
H37 -1.729 -8.897 -0.941  0.07

Atomic forces in eV per Å
-0.26 0.83 -0.63
1.69 -1.08 0.56
-1.07 1.33 1.34
-0.88 -1.96 -0.50
-0.23 0.22 -0.32
0.81 0.00 -0.14
-0.39 0.62 -0.24
0.04 -0.90 0.28
-0.49 0.23 -0.10
0.32 0.20 0.00
-0.31 0.07 0.17
-1.14 -0.18 0.49
-0.56 -0.86 -0.42
0.67 0.01 0.00
0.88 0.36 0.04
-1.14 -0.04 0.11
0.44 0.85 -0.85
0.02 -0.46 0.16
0.01 -0.24 -0.44
1.04 -0.24 -0.21
-0.43 -0.12 0.25
0.44 0.66 -0.51
-0.79 -0.98 -0.72
1.29 0.77 1.17
-0.23 -0.11 0.01
-0.38 0.79 0.59
-0.45 -0.35 0.00
0.17 0.43 -0.56
1.00 -0.25 -0.32
-0.99 -0.07 -1.47
-1.32 1.67 1.86
1.72 -1.25 -0.64
0.15 0.36 0.26
0.41 -0.74 -1.17
0.36 0.14 0.37
-2.27 0.56 1.36
1.32 -0.32 0.01
0.24 -0.57 0.23
0.23 0.08 -0.03
0.56 0.79 0.25
-0.19 -0.18 0.30
0.79 1.19 -0.91
1.31 0.25 0.57
-0.13 -0.26 -0.90
0.38 -0.50 -0.11
-0.29 0.12 0.43
-0.27 0.36 -0.10
-0.48 0.27 -0.17
-0.25 -0.21 -0.38
-0.15 -0.52 -0.07
-0.30 -0.18 0.35
0.06 -0.12 0.47
0.15 0.38 0.30
0.21 -0.10 0.44
-0.31 0.06 0.37
-0.62 -0.62 -0.11
0.20 -0.42 -0.63
0.30 0.12 0.35
0.32 -0.34 -0.41
-0.20 0.00 0.23
0.13 -0.34 0.17
-0.30 0.17 0.02
-0.23 0.38 -0.16
0.24 0.23 -0.29
-0.37 -0.22 0.18
-0.33 0.37 -0.06
0.11 0.19 -0.43
0.50 -0.09 -0.21
0.13 -0.44 0.07
-0.48 0.07 0.16
-0.31 0.41 0.13
0.41 -0.22 0.02
-0.51 -0.06 0.16
-0.08 -0.08 0.29
0.75 0.31 -0.03
-0.30 -0.07 0.08
-0.21 -0.36 -0.50
-0.07 -0.04 -0.14
0.19 0.04 0.21
0.04 0.23 0.16
0.01 0.03 -0.03
-0.06 0.01 -0.11
0.03 0.03 -0.08
-0.17 -0.05 0.09
-0.33 -0.11 0.01
0.04 0.00 0.01
0.09 0.06 0.03
0.04 0.03 0.01

SMILES: CCOP(=O)(CCc1c(F)c2c(c(F)c1CC(=O)Br)C(=O)c1c([PH2]=S)c(CN)c(N=C=O)c(B(O)N(C)C)c1C2=O)OCC.CCOS(C)(=O)=O
LUMO (Eh): -0.040
Frontier orbital gap (eV): 7.5
Strongest force on any atom (eV/Å): 2.82
E (Ha): -6396.956897



Question: Among the records above, which one has the highest E?
Answer: C29H37BBrF2N3O11P2S2